Below is 5 unconnected molecules or ions with the total composition C30H57B3Br2N4O5, with properties calculated with ωB97M-V with the def2-TZVPD basis set.

F_max = 0.8 eV Å⁻¹
HOMO energy = -9.500 eV
SMILES = CCOCCB1OB(OC[C@@H](C)CC(C)C)OB([C@@H](Br)[C@H](C)Br)O1.CCCC#N.CCCC#N.CCCC#N.CCCC#N
LUMO = 0.531 eV
Spin multiplicity = 1
Electronic energy = -190355.40301 eV

```
101
Properties=species:S:1:pos:R:3:forces:R:3:lowdin_charge:R:1
Br 0.887790 -4.632408 0.309587 0.08 -0.04 0.00 0.77
Br -0.117943 -3.112369 3.444397 0.04 -0.02 0.06 0.72
O 2.295163 0.456621 -0.935522 0.18 -0.25 -0.40 0.15
O -0.511709 -0.738745 1.017120 -0.75 -0.26 -0.17 0.27
O 1.143390 -1.556191 -0.436478 -0.17 0.14 0.11 0.31
O -0.106455 0.380295 -1.006095 0.12 0.40 0.13 0.32
O -2.256394 3.303620 1.686678 -0.10 0.10 -0.11 -0.17
N -2.857659 -7.164143 -1.976838 0.05 -0.01 -0.04 0.14
N -2.933057 7.505081 2.860649 0.01 0.01 0.05 0.17
N 5.659143 3.388994 -1.929720 0.04 -0.05 -0.02 0.16
N 1.632647 -11.426699 -2.708315 0.02 0.04 0.02 0.14
C 2.340191 1.752559 -1.546508 -0.08 0.15 0.04 -0.13
C -3.519104 8.344100 5.263887 -0.02 -0.05 0.03 -0.19
C 2.977191 2.951349 0.580925 -0.07 -0.02 0.14 -0.05
C -2.115550 4.066510 2.875563 0.09 -0.13 0.28 -0.26
C -3.176044 7.869444 3.922234 0.03 0.07 -0.08 -0.23
C 1.992028 2.872426 -0.582033 0.08 0.29 0.08 -0.34
C -2.505469 -7.931601 -2.755525 -0.01 0.01 0.06 -0.24
C -0.276121 5.039083 -0.500484 -0.16 -0.08 -0.06 -0.06
C -2.089183 -8.307620 -5.178355 -0.02 0.03 -0.01 -0.26
C 7.114009 0.342315 -1.033225 -0.04 -0.01 -0.01 -0.26
C -5.031108 8.307283 5.515340 -0.02 0.01 -0.03 -0.26
C 0.525630 5.713053 -2.793610 -0.03 0.06 0.04 -0.09
C -2.042629 1.265079 0.465841 0.21 0.03 -0.02 -0.01
C -3.415720 4.112162 3.690031 0.20 -0.22 0.14 -0.06
C -2.067053 -8.898722 -3.764661 0.00 0.00 -0.01 -0.19
C -3.478211 -7.857264 -5.608576 0.01 0.01 -0.02 -0.11
C 7.253376 1.805627 -0.596588 0.03 -0.01 -0.01 -0.19
C 1.939091 4.187890 -1.380834 -0.15 -0.13 -0.06 -0.16
C -1.740890 1.995424 1.777652 -0.02 -0.05 0.09 -0.23
C 1.272524 -7.891953 -1.747890 -0.08 0.06 0.03 -0.12
C 1.716603 -8.730214 -0.559086 -0.03 0.02 -0.02 -0.25
C -5.810157 9.187735 4.548359 -0.02 -0.01 0.00 -0.11
C -2.567154 -2.819162 1.989551 0.07 0.15 0.03 -0.12
C 5.707527 -0.202098 -0.828347 0.02 -0.02 -0.01 -0.10
C 2.135815 -10.735262 -1.941577 -0.04 -0.04 -0.02 -0.24
C 2.719538 -9.819398 -0.958613 -0.02 -0.01 0.02 -0.19
C -0.482045 -3.279988 0.605385 0.04 0.03 0.19 -0.61
C 0.510570 4.600096 -1.748239 0.02 0.11 0.08 -0.42
C 6.370674 2.699733 -1.348365 -0.06 0.02 0.01 -0.23
C -1.236278 -3.555248 1.899104 -0.09 -0.09 -0.10 -0.78
B 0.111449 -1.825986 0.421687 0.39 0.11 0.05 -0.66
B 1.145459 -0.218925 -0.837823 -0.10 -0.23 0.11 -0.69
B -0.880833 0.277837 0.133175 0.19 -0.14 -0.04 -0.52
H -3.233086 -3.329264 2.683960 0.01 0.02 -0.01 0.08
H 0.772528 -8.514387 -2.491082 0.04 0.00 -0.03 0.05
H 3.034086 -10.404301 -0.093278 0.01 0.01 -0.01 0.12
H -1.392938 -7.467789 -5.222493 0.01 -0.01 0.00 0.11
H 0.895361 6.639247 -2.344310 0.04 -0.02 -0.03 0.08
H -3.138036 9.362246 5.367631 0.00 -0.01 0.00 0.12
H 0.988372 2.707446 -0.173328 0.06 -0.22 -0.04 0.12
H 1.178662 5.470312 -3.634667 -0.08 -0.04 -0.02 0.07
H -2.427177 -1.795179 2.329458 0.02 -0.01 -0.03 0.07
H -3.853308 -7.064354 -4.959937 -0.01 -0.01 0.01 0.07
H -1.317570 4.713881 -0.532316 0.02 0.06 -0.02 0.07
H 0.143265 4.626353 0.420677 -0.01 0.00 -0.04 0.07
H -2.725400 -9.767971 -3.702364 0.00 0.01 0.00 0.12
H -5.377498 7.274414 5.443151 0.01 0.00 0.01 0.11
H 8.277272 2.158296 -0.729781 0.00 -0.01 0.02 0.12
H -1.389910 -4.626809 1.996545 -0.01 0.01 -0.04 0.07
H -5.206995 8.630142 6.542850 0.02 -0.01 0.01 0.11
H -1.783152 5.065448 2.591727 -0.13 0.00 -0.07 0.09
H -1.063560 -9.234838 -3.501069 -0.02 -0.03 0.01 0.09
H -1.190349 -3.438534 -0.215610 0.03 -0.02 0.01 0.11
H 0.849587 -9.201379 -0.092070 0.00 0.01 0.01 0.11
H -0.280153 6.127466 -0.406661 0.09 -0.02 0.05 0.08
H -2.175656 1.456896 2.631108 0.00 0.01 -0.04 0.13
H 7.831435 -0.244519 -0.456828 0.02 0.02 0.00 0.11
H 3.953167 3.307644 0.245015 -0.01 -0.06 -0.05 0.06
H -2.990320 7.719575 5.985774 0.01 0.02 0.00 0.12
H -4.139533 3.433739 3.236749 -0.06 0.12 -0.02 0.08
H -5.680790 8.851236 3.518864 0.01 0.01 0.00 0.07
H 2.409458 4.990206 -0.803486 0.01 0.02 -0.09 0.13
H -2.106975 2.015160 -0.324496 -0.06 -0.02 0.01 0.12
H 7.402445 0.255027 -2.082601 0.01 0.00 0.00 0.11
H 0.573943 -7.117320 -1.434374 0.00 0.00 -0.02 0.03
H 5.399014 -0.123889 0.216056 0.00 0.01 0.00 0.08
H 2.607649 3.657152 1.329026 0.03 0.02 -0.02 0.08
H -1.324409 3.624332 3.493674 0.06 0.06 -0.10 0.11
H -0.655961 2.043475 1.965925 -0.01 0.05 -0.02 0.13
H -3.832061 5.115744 3.745363 -0.07 -0.04 -0.14 0.04
H 1.674235 1.775382 -2.413675 -0.02 -0.01 0.05 0.14
H 3.102244 1.986950 1.079056 0.02 -0.01 -0.07 0.08
H 0.007321 3.728305 -2.185252 0.09 -0.03 0.01 0.13
H 4.977423 0.339309 -1.429306 0.00 0.01 0.01 0.05
H -6.875411 9.162651 4.776310 0.00 0.00 0.00 0.07
H -5.478969 10.226366 4.608285 0.00 0.00 0.00 0.08
H -1.711968 -9.069107 -5.862748 0.01 -0.01 0.02 0.11
H 3.363799 1.886469 -1.900862 -0.02 0.02 0.00 0.11
H -3.001979 0.746066 0.531366 -0.02 0.08 -0.03 0.12
H -3.041004 -2.778498 1.005465 -0.05 -0.13 0.04 0.09
H -4.188058 -8.686103 -5.573379 0.00 0.00 0.00 0.08
H 2.121326 -7.405557 -2.233242 0.01 0.00 0.01 0.08
H 2.177698 -8.096052 0.199911 0.04 -0.02 -0.01 0.10
H 5.652187 -1.252314 -1.113560 -0.01 0.00 0.01 0.08
H -0.476469 5.917158 -3.176673 0.01 -0.01 0.00 0.08
H 3.613890 -9.373774 -1.399259 0.00 -0.01 0.01 0.12
H -3.461703 -7.474321 -6.628725 -0.01 0.00 0.00 0.07
H -3.241103 3.761609 4.709754 -0.06 0.06 0.01 0.07
H 7.004053 1.908997 0.462147 0.01 0.01 -0.01 0.12
H 2.518037 4.061246 -2.302273 0.13 0.14 0.09 0.11
```
Forces are in eV/Å.

Below is a molecular structure, C30H58BBrClN8O12P3S2Y at a distorted geometry, with properties calculated with ωB97M-V with the def2-TZVPD basis set.

F_max = 1.9 eV Å⁻¹
Net charge = -1
HOMO energy = -4.198 eV
LUMO = 2.299 eV
Spin multiplicity = 1
Electronic energy = -202376.34431 eV

```
117
Properties=species:S:1:pos:R:3:forces:R:3:lowdin_charge:R:1
Y 0.942164 -0.071690 -0.040756 0.05 -0.54 1.22 1.15
Br -1.381931 0.143746 1.738570 -0.77 -0.01 0.07 0.96
Cl 2.724118 -1.580969 -2.072625 0.88 -1.19 -1.25 0.69
S -1.704753 -2.392970 -1.241192 -0.39 0.04 -0.06 0.70
S 1.097654 -2.565157 1.165111 0.05 -0.83 0.15 0.67
P 3.633825 0.255779 2.540683 0.55 -0.16 0.87 0.58
P 0.477379 3.408212 0.036562 -0.29 0.55 0.52 0.38
P 2.736914 2.278316 -1.835432 0.45 0.70 -0.49 0.40
O -0.707705 0.696291 -1.121833 -0.81 0.23 -0.51 -0.32
O 4.043744 2.984977 -1.621569 0.00 -0.09 0.01 -0.31
O 0.823777 4.664602 0.785828 0.01 0.05 -0.09 -0.31
O 3.256571 -1.462900 -0.746215 0.02 0.20 0.62 -0.39
O 3.387813 -0.687259 -2.983950 0.17 0.29 -0.12 -0.32
O 2.334386 0.192329 1.823814 0.38 0.29 0.03 -0.38
O 0.719959 2.106824 0.741342 0.05 0.50 -0.39 -0.43
O -1.041126 3.511843 -0.460548 0.22 -0.07 -0.08 -0.12
O 2.494341 1.910452 -3.375401 0.06 -0.29 0.34 -0.13
O 1.311839 -1.242962 -2.017231 -0.50 0.03 -0.28 -0.43
O 2.466264 1.070739 -0.986410 0.60 0.91 -0.65 -0.40
O 2.885778 -2.911270 -2.550118 -0.16 -0.18 0.03 -0.28
N -0.493926 -2.515882 3.359369 -0.07 -0.15 -0.06 -0.16
N 4.264082 1.788058 2.567985 -0.01 -0.31 -0.40 -0.29
N -1.216409 -3.933194 1.867074 0.19 0.33 0.09 0.01
N 3.360537 -0.166005 4.147142 0.12 0.16 -0.29 -0.29
N 4.873533 -0.776994 2.115746 -0.73 0.33 -0.32 -0.29
N -0.083938 -4.134637 -2.558506 0.05 -0.07 0.32 -0.12
N -0.564769 -4.756371 -0.520431 0.07 0.02 -0.12 -0.04
N 2.354643 4.854476 -1.214081 -0.02 -0.23 0.43 0.12
C -6.832363 -0.451938 0.332533 -0.02 0.08 -0.04 -0.05
C -7.135525 1.330039 -1.380286 0.07 -0.04 0.07 -0.07
C 5.540943 2.041774 3.205282 -0.14 -0.01 0.16 -0.11
C -3.935179 0.563142 0.569715 0.15 -0.05 0.02 -0.08
C 2.392066 0.697228 4.811035 -0.03 -0.09 -0.03 -0.12
C -0.787947 -3.793530 -1.440012 0.00 0.01 -0.17 -0.75
C -2.872569 2.370740 -4.018646 0.01 -0.11 0.02 -0.04
C -1.627336 -3.096778 3.877347 -0.06 -0.01 0.02 -0.07
C 3.807604 2.830195 1.664798 -0.12 0.09 -0.01 -0.09
C -1.114599 0.600737 -3.870143 -0.03 -0.06 0.11 -0.05
C 4.377900 -0.693804 5.034466 -0.08 -0.07 -0.02 -0.12
C -0.260578 -3.024739 2.113360 0.06 -0.05 0.13 -0.68
C -2.593407 0.496737 0.288043 0.30 -0.03 0.20 -0.51
C -6.549918 1.965448 0.945404 0.00 -0.05 -0.10 -0.05
C 0.341785 -1.582343 4.071141 -0.03 0.06 -0.06 -0.10
C -2.012762 0.657849 -0.985793 -0.66 0.11 -0.25 -0.48
C -2.068035 -3.965219 2.943678 -0.10 -0.07 0.09 -0.07
C 0.629685 -5.290934 -2.306271 -0.02 -0.01 -0.07 -0.07
C 1.490274 3.653680 -1.556828 0.15 -0.38 0.36 -0.44
C -2.942994 0.839485 -2.044325 0.39 -0.08 0.08 -0.09
C 5.753489 -0.382844 1.014515 0.06 0.03 0.06 -0.08
C -6.323211 0.913556 -0.152087 -0.06 0.00 0.01 -0.56
C -0.208746 -3.501206 -3.844440 0.06 0.02 -0.06 -0.05
C -4.832491 0.811093 -0.461318 0.01 0.01 0.01 -0.17
C -2.569711 0.943117 -3.534595 0.02 0.01 -0.07 -0.51
C 4.538952 -2.206438 2.103498 0.19 -0.06 0.14 -0.12
C -4.298628 0.926538 -1.737030 -0.17 0.01 0.04 0.01
C 0.632226 3.999455 -2.761584 0.01 0.03 -0.02 -0.09
C -3.423858 -0.065698 -4.324725 -0.02 0.04 0.07 -0.05
C 0.331679 -5.660865 -1.046257 0.04 -0.18 0.01 -0.08
B -1.405814 -5.016798 0.738411 0.10 0.08 -0.09 -0.48
H -0.921821 -4.049073 -4.467336 0.01 0.03 -0.01 0.09
H 0.761838 -3.471433 -4.336382 0.04 0.02 0.03 0.09
H 2.242773 5.605717 -1.884761 -0.04 0.01 -0.07 0.14
H 2.754180 0.968390 -3.486247 -0.14 0.11 -0.06 0.05
H -2.290651 3.100227 -3.451323 0.00 0.03 -0.01 0.07
H -1.326618 2.638080 -0.781422 -0.07 0.05 0.07 0.04
H 6.758766 -0.766885 1.209889 0.00 0.02 -0.03 0.09
H -8.185579 1.446313 -1.104067 -0.01 -0.01 0.00 0.08
H -4.255582 0.410479 1.591518 -0.07 0.02 0.00 0.10
H -0.039205 4.825383 -2.518039 -0.01 0.00 -0.03 0.09
H 3.958748 -1.498573 5.647679 0.01 0.04 0.03 0.08
H 4.764593 0.081063 5.709655 0.02 0.00 -0.02 0.08
H -6.687858 -1.205596 -0.443110 0.01 -0.03 0.02 0.09
H -7.897692 -0.398544 0.574471 0.00 -0.01 0.01 0.08
H -6.141736 2.928743 0.634474 -0.01 0.02 0.03 0.09
H -0.877859 -0.404809 -3.529032 0.05 -0.05 0.02 0.05
H -7.077011 0.575306 -2.166523 -0.01 0.04 -0.04 0.08
H -2.018649 -2.824917 4.841734 0.00 -0.01 -0.01 0.11
H 5.797999 0.702361 0.936647 0.05 -0.03 -0.01 0.07
H -0.244224 -0.716151 4.384089 -0.01 -0.02 0.02 0.07
H 4.520141 3.006957 0.854852 0.06 -0.02 -0.01 0.07
H 0.025091 3.153860 -3.064804 -0.03 -0.05 0.02 0.05
H 1.721629 1.128659 4.067683 -0.05 0.01 0.08 0.08
H 3.338096 4.463083 -1.235997 -0.20 0.16 0.03 0.10
H 5.911615 1.133433 3.678716 0.06 0.06 0.04 0.07
H 1.141639 -1.258293 3.409792 -0.03 -0.03 0.01 0.02
H -4.980189 1.080874 -2.562704 0.02 0.04 0.05 0.09
H 4.244359 -2.539804 1.108273 0.00 0.03 0.00 0.06
H -6.067537 1.677896 1.879328 0.01 0.02 0.02 0.07
H -2.622186 2.472432 -5.078301 0.00 0.01 0.00 0.08
H 1.796799 0.121073 5.524733 0.04 0.04 0.02 0.07
H -6.780826 2.283378 -1.776931 -0.02 -0.01 -0.05 0.09
H 1.305790 -5.706045 -3.031398 0.00 -0.02 0.00 0.11
H -3.296915 -1.061187 -3.894446 0.00 -0.02 -0.04 0.08
H -3.929684 2.610822 -3.889153 0.00 0.04 -0.01 0.08
H 5.202370 -1.100487 4.455011 0.02 -0.02 0.05 0.06
H 3.705000 -2.404086 2.773990 0.01 -0.03 0.01 0.06
H -3.097557 -0.086466 -5.367196 -0.02 0.01 -0.01 0.08
H -0.398784 1.262902 -3.401390 0.07 0.07 0.03 0.05
H -0.576951 -2.493179 -3.690830 0.00 0.08 0.02 0.03
H -7.618999 2.085998 1.139295 0.00 -0.01 0.02 0.08
H 1.980598 5.130078 -0.240584 0.16 -0.04 -0.36 0.10
H 0.775289 -2.064289 4.950496 0.01 0.02 0.00 0.10
H -6.292465 -0.778524 1.221865 0.00 -0.02 0.01 0.08
H -0.974626 0.653898 -4.953951 -0.06 -0.01 0.01 0.09
H -2.576461 -5.014921 0.449699 -0.11 -0.04 0.07 0.07
H 2.858790 2.526140 1.233030 -0.01 0.04 0.03 0.04
H -1.040265 -6.070532 1.209141 0.02 -0.12 0.02 0.07
H 5.410761 -2.779697 2.436097 -0.02 -0.01 -0.02 0.08
H 2.886716 1.514204 5.351665 0.02 -0.01 -0.03 0.08
H 3.650465 3.760480 2.220408 0.00 -0.03 0.01 0.09
H 5.437324 2.822480 3.966573 0.04 -0.01 0.00 0.08
H -2.919963 -4.621686 2.955058 0.00 0.02 -0.04 0.12
H 1.265298 4.266875 -3.610938 -0.01 -0.02 -0.02 0.09
H 6.285435 2.379173 2.475984 -0.01 -0.04 -0.02 0.08
H 5.399213 -0.769935 0.059233 -0.03 -0.03 -0.01 0.07
H 0.686533 -6.493308 -0.465538 -0.02 0.01 0.00 0.11
H -4.485650 0.185601 -4.310482 0.01 -0.03 -0.03 0.07
```
Forces are in eV/Å.

- Look up the LUMO of the first one.
  0.531 eV